Arrangement 1

This record from the Open Molecules 2025 dataset describes a cluster of 10 separate species, C40H60O30 in total. The level of theory is wB97M-V/def2-TZVPD.

CARTESIAN COORDINATES (ANGSTROEM)
C1 -6.69498 19.51696 17.82645
C2 -6.93989 20.98645 17.50143
C3 -7.10402 21.90801 18.64652
O1 -6.16611 22.92823 18.42703
C4 -5.37982 22.57816 17.36560
O2 -4.40742 23.19980 16.94319
O3 -5.82873 21.49498 16.73080
H1 -6.63092 18.88313 16.94200
H2 -7.48310 19.12979 18.47225
H3 -5.75527 19.55376 18.37753
H4 -7.83837 21.09224 16.89346
H5 -7.00678 21.34596 19.57536
H6 -8.08849 22.37088 18.71487
C5 -3.27946 14.18811 17.22854
C6 -2.80756 15.56571 17.63040
C7 -3.34667 16.77503 16.89446
O4 -4.06583 17.45301 17.92602
C8 -3.85198 16.91880 19.10023
O5 -4.17854 17.30920 20.19106
O6 -3.18422 15.83134 18.92147
H7 -2.78240 13.43534 17.84039
H8 -3.14410 14.04658 16.15627
H9 -4.33696 13.98598 17.39866
H10 -1.71812 15.55563 17.66390
H11 -4.05745 16.38368 16.16663
H12 -2.57671 17.32944 16.35791
C9 -1.76941 19.49054 19.55556
C10 -1.14989 20.80040 18.88026
C11 -1.76836 22.06268 19.31884
O7 -0.64968 22.86478 19.60212
C12 0.43717 22.14266 19.59508
O8 1.52137 22.54772 19.89922
O9 0.16573 20.86046 19.26768
H13 -2.84004 19.51372 19.35232
H14 -1.51130 19.36527 20.60712
H15 -1.31969 18.70139 18.95298
H16 -1.24396 20.64509 17.80549
H17 -2.36556 22.05621 20.23066
H18 -2.37089 22.46876 18.50634
C13 -0.47462 17.56216 9.70076
C14 -1.49137 17.86168 10.82829
C15 -2.61176 16.80813 11.17268
O10 -2.67378 16.79002 12.54021
C16 -1.54092 17.41283 13.02064
O11 -1.19898 17.45391 14.19270
O12 -0.75529 17.74698 12.02983
H19 0.31536 16.88251 10.02032
H20 0.02171 18.46748 9.35124
H21 -0.86458 17.10740 8.79014
H22 -1.85530 18.86581 10.61062
H23 -2.40627 15.80449 10.80043
H24 -3.56517 17.07728 10.71808
C17 -4.22721 10.02467 14.61626
C18 -3.53098 9.64836 15.87627
C19 -2.96922 10.78547 16.66018
O13 -3.32537 10.54702 17.98778
C20 -4.24015 9.58502 18.08489
O14 -4.91807 9.36056 19.07419
O15 -4.48032 9.13336 16.84703
H25 -4.87392 9.24164 14.22035
H26 -3.45616 10.27563 13.88783
H27 -4.90822 10.85984 14.78002
H28 -2.69643 8.97045 15.69717
H29 -3.41557 11.67523 16.21613
H30 -1.87972 10.79447 16.62829
C21 1.52080 19.10287 14.72558
C22 2.16426 18.25093 15.81599
C23 2.22333 18.97527 17.18442
O16 1.60389 18.09138 18.08436
C24 1.10098 17.04694 17.45626
O17 0.53057 16.05594 17.93271
O18 1.26299 17.19528 16.14230
H31 1.52990 18.46397 13.84250
H32 2.07153 20.01670 14.50264
H33 0.49953 19.34041 15.02335
H34 3.16027 17.88353 15.56882
H35 1.71897 19.93049 17.03861
H36 3.27788 19.22903 17.29219
C25 -6.51790 14.20222 10.82767
C26 -5.79235 14.93178 11.93312
C27 -6.22261 14.57087 13.36632
O19 -5.07606 13.92237 13.91914
C28 -4.10044 13.85852 13.02744
O20 -2.98816 13.41955 13.33944
O21 -4.48280 14.29352 11.90537
H37 -7.60502 14.13997 10.87666
H38 -6.25272 13.17111 11.06134
H39 -6.22444 14.47124 9.81298
H40 -5.73737 16.00107 11.72893
H41 -7.11367 13.94594 13.42602
H42 -6.39232 15.44958 13.98856
C29 -10.05203 11.89521 17.16461
C30 -8.78069 11.13889 17.57964
C31 -7.62745 11.38236 16.63382
O22 -6.77027 12.24991 17.38244
C32 -7.21770 12.37336 18.62176
O23 -6.66105 13.00264 19.49459
O24 -8.39071 11.67204 18.80650
H43 -10.41024 11.60466 16.17700
H44 -9.99606 12.98244 17.11073
H45 -10.86809 11.76231 17.87488
H46 -8.98104 10.08354 17.76456
H47 -7.95412 11.99668 15.79478
H48 -7.17826 10.43297 16.34228
C33 -6.33889 13.22836 22.57227
C34 -4.85267 12.84089 22.52671
C35 -4.02346 13.09825 21.31184
O25 -2.81740 13.69792 21.78990
C36 -3.00013 13.98329 23.04905
O26 -2.17313 14.50424 23.74364
O27 -4.21940 13.68171 23.45728
H49 -6.76235 13.23980 23.57658
H50 -6.94358 12.50829 22.02095
H51 -6.50638 14.19821 22.10382
H52 -4.65694 11.84746 22.93032
H53 -4.46790 13.81934 20.62583
H54 -3.70262 12.21409 20.76100
C37 -3.32306 18.53958 23.13211
C38 -4.81743 18.37646 23.29115
C39 -5.31728 16.92402 23.18761
O28 -6.05102 16.72008 24.41402
C40 -5.99128 17.80293 25.20320
O29 -6.58617 17.92804 26.25783
O30 -5.15242 18.65385 24.64237
H55 -2.89833 17.88730 22.36907
H56 -2.76437 18.32640 24.04344
H57 -3.14338 19.55285 22.77279
H58 -5.44008 19.03704 22.68779
H59 -4.47641 16.23308 23.12726
H60 -5.91639 16.87875 22.27815

Its structure (SMILES) is C[C@H]1COC(=O)O1.C[C@H]1COC(=O)O1.C[C@H]1COC(=O)O1.C[C@H]1COC(=O)O1.C[C@H]1COC(=O)O1.C[C@H]1COC(=O)O1.C[C@H]1COC(=O)O1.C[C@H]1COC(=O)O1.C[C@H]1COC(=O)O1.C[C@H]1COC(=O)O1. As for the orbital gap: 9.40 eV. The calculation puts the LUMO energy at -0.0176 Ha. The value obtained for the HOMO energy is -9.88 eV.

Arrangement 2

This record from the Open Molecules 2025 dataset describes a cluster of 10 separate species, C40H60O30 in total. The level of theory is wB97M-V/def2-TZVPD.

CARTESIAN COORDINATES (ANGSTROEM)
C1 1.54305 2.34365 -2.43103
C2 0.39959 2.66445 -3.39363
C3 -0.54887 3.62267 -2.71932
O1 -0.93018 4.51960 -3.77055
C4 0.03262 4.47326 -4.71806
O2 0.03449 5.23173 -5.63454
O3 0.95033 3.54581 -4.37517
H1 1.93694 3.13948 -1.79815
H2 2.44456 1.94520 -2.90352
H3 1.24055 1.58628 -1.70321
H4 -0.04587 1.79716 -3.87841
H5 -0.13784 4.15123 -1.85709
H6 -1.45866 3.22605 -2.26314
C5 -3.60527 -3.09824 -2.82678
C6 -3.43776 -3.41539 -4.31530
C7 -3.41585 -4.89761 -4.71117
O4 -4.50377 -5.05433 -5.60063
C8 -4.98957 -3.83094 -5.91167
O5 -5.67404 -3.61758 -6.85505
O6 -4.56559 -2.92387 -5.02192
H7 -3.41619 -2.03183 -2.69313
H8 -2.94900 -3.63316 -2.13857
H9 -4.62403 -3.24591 -2.46481
H10 -2.56056 -2.91706 -4.73610
H11 -3.60563 -5.42159 -3.77263
H12 -2.45264 -5.12452 -5.16349
C9 0.82650 1.15603 -6.79306
C10 -0.31594 0.14868 -6.95152
C11 -0.07482 -1.06055 -5.97450
O7 -0.96815 -0.83667 -4.92161
C12 -1.79644 0.18475 -5.15616
O8 -2.65767 0.59317 -4.44157
O9 -1.49197 0.71117 -6.34262
H13 0.58750 2.18009 -7.08387
H14 1.64945 0.91189 -7.47839
H15 1.40242 1.21595 -5.86705
H16 -0.48513 -0.06742 -8.00006
H17 0.97009 -1.21424 -5.72835
H18 -0.47374 -1.90315 -6.55294
C13 -1.54867 4.60822 5.35839
C14 -2.70475 4.36650 4.42013
C15 -3.84367 3.42392 4.83133
O10 -5.03917 4.22349 4.87167
C16 -4.68972 5.49615 4.49120
O11 -5.46715 6.39307 4.50438
O12 -3.40714 5.57866 4.15242
H19 -1.62306 5.26474 6.22627
H20 -0.73811 5.10012 4.80860
H21 -1.09038 3.66442 5.66611
H22 -2.30745 4.04301 3.45474
H23 -3.58636 3.04510 5.82025
H24 -3.99164 2.68331 4.04984
C17 1.16898 -7.38131 -1.26333
C18 0.58249 -6.00523 -1.60646
C19 -0.03944 -5.27099 -0.43469
O13 0.55422 -3.97769 -0.45727
C20 1.54423 -3.97284 -1.36771
O14 2.21752 -2.99658 -1.59749
O15 1.72167 -5.14879 -1.94398
H25 2.18407 -7.18624 -0.91485
H26 1.30596 -7.98242 -2.16207
H27 0.58573 -7.94194 -0.53703
H28 -0.15625 -6.15367 -2.39596
H29 0.34595 -5.69691 0.50582
H30 -1.12049 -5.21648 -0.31659
C21 1.91462 1.62064 6.04579
C22 2.60257 1.58086 4.67495
C23 2.41475 2.85115 3.88918
O16 3.65932 2.96932 3.21584
C24 4.57624 2.16120 3.74159
O17 5.71093 2.12572 3.40177
O18 4.01727 1.44122 4.77860
H31 1.55171 0.62082 6.27879
H32 1.01613 2.23312 5.96889
H33 2.66498 1.99247 6.73960
H34 2.39898 0.64525 4.13776
H35 2.22076 3.75123 4.47368
H36 1.59627 2.64420 3.19612
C25 4.48784 -4.64811 0.74166
C26 4.82350 -3.38967 1.52483
C27 4.54249 -2.03775 0.78745
O19 3.35824 -1.55984 1.39482
C28 3.08588 -2.24591 2.52068
O20 2.22410 -1.90022 3.27494
O21 3.84161 -3.32812 2.59892
H37 4.46707 -5.49185 1.42518
H38 5.19898 -4.77202 -0.07680
H39 3.53707 -4.47350 0.23433
H40 5.83538 -3.31164 1.91544
H41 4.22017 -2.26189 -0.23095
H42 5.40174 -1.39141 0.94680
C29 1.17489 8.24291 1.75310
C30 0.89307 6.86262 1.13325
C31 -0.33211 6.05181 1.55688
O22 -1.20243 6.07419 0.39650
C32 -0.51611 6.53856 -0.66927
O23 -0.93096 6.67467 -1.78050
O24 0.61722 7.12322 -0.25210
H43 0.28151 8.57171 2.28625
H44 1.62558 9.00632 1.12886
H45 1.90307 8.09831 2.55982
H46 1.74997 6.18818 1.17587
H47 -0.85241 6.45178 2.42263
H48 -0.06735 4.99475 1.55336
C33 -0.54281 -0.66936 -1.69558
C34 -0.60582 -0.21669 -0.28202
C35 0.73655 -0.16984 0.50947
O25 0.57027 1.06552 1.23450
C36 -0.53736 1.70308 0.88169
O26 -0.94053 2.65580 1.48533
O27 -1.11992 1.11830 -0.16416
H49 0.10469 -1.53523 -1.81523
H50 -0.10288 0.01758 -2.42650
H51 -1.55261 -0.73022 -2.10462
H52 -1.31260 -0.83274 0.27888
H53 1.57689 -0.17006 -0.18737
H54 0.90992 -1.07495 1.08246
C37 -1.58434 -5.77285 4.01640
C38 -1.48387 -4.26380 3.86429
C39 -0.23386 -3.55842 3.35729
O28 -0.66152 -2.88534 2.16869
C40 -1.93367 -3.23630 1.84576
O29 -2.48606 -2.98017 0.82855
O30 -2.45784 -3.92904 2.86789
H55 -0.83772 -6.27194 3.39192
H56 -2.58188 -6.17144 3.87471
H57 -1.26317 -6.04093 5.02846
H58 -1.81345 -3.78669 4.79200
H59 0.60302 -4.20058 3.07534
H60 0.14776 -2.78183 4.01239

Its structure (SMILES) is C[C@H]1COC(=O)O1.C[C@H]1COC(=O)O1.C[C@H]1COC(=O)O1.C[C@H]1COC(=O)O1.C[C@H]1COC(=O)O1.C[C@H]1COC(=O)O1.C[C@H]1COC(=O)O1.C[C@H]1COC(=O)O1.C[C@H]1COC(=O)O1.C[C@H]1COC(=O)O1. As for the orbital gap: 10.06 eV. The calculation puts the LUMO energy at -0.0098 Ha. The value obtained for the HOMO energy is -10.33 eV.

Q: Which of them is the least stable? A: arrangement 1.